(1)
{"formula": "C31H30FNO3PPdS2SiTe", "method": "wB97M-V/def2-TZVPD", "symbols": ["Pd", "C", "Si", "C", "C", "N", "C", "C", "C", "C", "C", "C", "F", "H", "H", "H", "H", "H", "H", "H", "H", "H", "H", "H", "H", "H", "O", "S", "O", "O", "C", "C", "C", "C", "C", "C", "P", "C", "C", "C", "C", "C", "C", "C", "C", "C", "C", "C", "C", "H", "H", "H", "H", "H", "H", "H", "H", "H", "H", "H", "H", "H", "H", "Te", "C", "C", "C", "C", "S", "H", "H", "H"], "xyz": [[-0.9428, -0.5039, -1.3663], [3.8613, -0.6408, -1.4288], [2.0561, -1.0279, -1.8097], [1.6436, -2.5048, -0.7429], [2.0885, -1.5496, -3.6034], [0.9235, 0.2883, -1.6230], [1.1636, 1.6359, -1.6423], [2.3791, 2.2201, -1.2183], [2.6147, 3.5863, -1.2392], [1.6381, 4.4708, -1.6735], [0.4253, 3.9385, -2.0889], [0.2141, 2.5800, -2.0782], [-0.9881, 2.1492, -2.5101], [4.4277, -1.5422, -1.6833], [4.0414, -0.4242, -0.3737], [4.2602, 0.1818, -2.0249], [2.1347, -3.3878, -1.1641], [0.5777, -2.7360, -0.6822], [2.0176, -2.3679, 0.2732], [2.6962, -2.4445, -3.7686], [2.5199, -0.7363, -4.1968], [1.0858, -1.7261, -3.9860], [3.1604, 1.5719, -0.8528], [3.5754, 3.9526, -0.8960], [1.8034, 5.5394, -1.6821], [-0.3874, 4.5654, -2.4365], [-4.8209, -1.7993, 0.0026], [-3.5950, -1.0639, 0.1370], [-2.3435, -1.8504, -0.0078], [-3.4799, 0.1647, -0.6361], [-3.4132, -0.4841, 1.8005], [-4.4278, -0.6289, 2.7291], [-4.2663, -0.1101, 4.0086], [-3.0990, 0.5539, 4.3443], [-2.0889, 0.6976, 3.4000], [-2.2283, 0.1794, 2.1194], [-0.8247, 0.4298, 0.9330], [0.5514, -0.3151, 1.8441], [0.3397, -1.4627, 2.6046], [1.4119, -2.1027, 3.2065], [2.7008, -1.6086, 3.0553], [2.9185, -0.4806, 2.2778], [1.8496, 0.1572, 1.6628], [-0.7235, 2.2472, 1.0506], [-1.8382, 2.8982, 0.5140], [-1.9311, 4.2772, 0.5662], [-0.9110, 5.0267, 1.1407], [0.2001, 4.3855, 1.6617], [0.2943, 2.9989, 1.6196], [-5.3297, -1.1477, 2.4320], [-5.0576, -0.2224, 4.7399], [-2.9684, 0.9660, 5.3370], [-1.1798, 1.2258, 3.6663], [-0.6600, -1.8637, 2.7171], [1.2403, -2.9978, 3.7912], [3.5333, -2.1113, 3.5316], [3.9227, -0.1013, 2.1332], [2.0381, 1.0012, 1.0125], [-2.6282, 2.3192, 0.0454], [-2.7993, 4.7694, 0.1462], [-0.9789, 6.1072, 1.1717], [1.0089, 4.9566, 2.1003], [1.1647, 2.5240, 2.0513], [-1.7133, -1.4740, -3.6552], [-1.5015, -3.5317, -3.3093], [-0.3687, -4.3025, -3.3677], [-0.6070, -5.6738, -3.0854], [-1.9229, -5.9302, -2.8254], [-2.8457, -4.4990, -2.8842], [0.5998, -3.8965, -3.6134], [0.1623, -6.4341, -3.0800], [-2.3739, -6.8812, -2.5907]], "forces_ev_per_a": [[-0.23, 0.08, 1.65], [0.09, 0.07, 0.07], [-0.26, 0.16, -0.30], [-0.13, -0.11, 0.11], [0.15, 0.08, -0.18], [0.22, -0.35, -0.16], [0.07, -0.02, -0.14], [0.01, -0.01, 0.03], [-0.07, 0.03, -0.03], [0.08, -0.10, 0.04], [-0.08, 0.06, -0.04], [0.13, 0.07, 0.02], [-0.19, -0.11, -0.06], [0.01, -0.01, 0.02], [0.01, -0.01, 0.00], [0.00, -0.05, -0.04], [0.05, 0.02, 0.00], [-0.03, 0.05, -0.05], [0.00, 0.00, 0.07], [0.03, 0.00, 0.04], [0.00, -0.03, -0.02], [0.01, -0.01, -0.03], [-0.02, 0.00, 0.00], [0.00, 0.02, -0.01], [0.01, 0.01, 0.00], [0.03, 0.01, 0.01], [-0.07, -0.11, 0.27], [0.70, 0.14, -0.32], [-0.24, -0.24, -0.55], [-0.37, 0.23, -0.18], [-0.11, 0.06, 0.07], [0.04, 0.04, 0.11], [-0.13, -0.09, -0.06], [0.13, 0.04, -0.07], [-0.01, 0.04, 0.16], [0.14, -0.05, 0.00], [-0.27, -0.28, -0.57], [0.03, 0.23, -0.02], [0.06, -0.01, 0.08], [0.00, -0.04, 0.00], [0.01, 0.01, 0.01], [-0.04, 0.00, 0.01], [0.15, -0.15, -0.02], [-0.03, -0.01, -0.02], [-0.04, 0.04, -0.05], [0.01, 0.04, 0.02], [-0.01, -0.01, 0.00], [0.00, -0.04, -0.02], [0.02, 0.08, 0.13], [0.00, 0.00, 0.00], [0.01, 0.00, 0.00], [0.00, 0.00, 0.00], [-0.01, 0.00, 0.01], [0.00, 0.02, -0.01], [0.00, 0.00, 0.00], [0.00, 0.00, -0.01], [0.00, -0.01, 0.01], [-0.02, -0.01, 0.00], [0.03, -0.05, 0.02], [0.00, 0.00, 0.00], [0.00, 0.00, 0.00], [-0.01, 0.02, 0.00], [-0.06, 0.01, -0.01], [0.17, 0.28, -0.12], [0.26, -0.05, 0.15], [-0.10, -0.02, -0.03], [-0.03, 0.00, -0.03], [0.15, -0.06, 0.06], [-0.26, 0.05, 0.01], [0.06, 0.01, 0.00], [0.00, 0.00, -0.01], [-0.02, 0.01, 0.01]], "total_energy_ha": -3402.9163, "orbital_gap_ev": [6.4, 6.4], "e_homo_ev": [-4.19, -4.19], "spin_multiplicity": 1, "e_above_lowest_kj_mol": 58.0, "charge": -1}



(2)
{"formula": "C31H30N6O6S2Tl", "method": "wB97M-V/def2-TZVPD", "symbols": ["Tl", "C", "C", "N", "N", "C", "N", "S", "C", "C", "C", "C", "C", "N", "H", "H", "H", "H", "H", "H", "H", "H", "H", "H", "O", "C", "O", "C", "C", "C", "N", "C", "C", "C", "O", "O", "H", "H", "H", "C", "N", "C", "C", "C", "C", "C", "C", "C", "C", "H", "H", "H", "H", "H", "H", "H", "H", "H", "H", "H", "H", "O", "C", "O", "C", "C", "C", "C", "S", "C", "C", "H", "H", "H", "H", "H"], "xyz": [[0.1090, -1.2759, -0.5979], [3.7225, 1.4056, 2.3016], [2.2867, 0.9638, 2.3594], [1.3256, 1.5777, 1.7901], [1.7234, 2.6249, 0.9858], [0.9282, 3.6850, 0.7318], [1.3920, 4.4663, -0.2917], [-0.4481, 4.0570, 1.5793], [1.9555, -0.3038, 3.0686], [2.5316, -0.5884, 4.3014], [2.1920, -1.7640, 4.9488], [1.3095, -2.6277, 4.3302], [0.8018, -2.2727, 3.0894], [1.1070, -1.1396, 2.4613], [3.7949, 2.4928, 2.3573], [4.1671, 1.0775, 1.3562], [4.3077, 0.9615, 3.1012], [2.5870, 2.5041, 0.4761], [1.9396, 4.0378, -1.0216], [0.7667, 5.2027, -0.5689], [3.1996, 0.1201, 4.7719], [2.6073, -1.9944, 5.9215], [1.0133, -3.5623, 4.7855], [0.1369, -2.9444, 2.5617], [-3.7780, -0.0734, 5.1726], [-4.1859, -0.7998, 4.2456], [-5.2311, -1.4590, 4.1035], [-3.2358, -0.8453, 3.0344], [-2.5769, 0.3073, 2.6072], [-1.7233, 0.2460, 1.5318], [-1.4705, -0.9152, 0.9051], [-2.0570, -2.0490, 1.3283], [-2.9813, -2.0324, 2.3541], [-1.5898, -3.3677, 0.7091], [-2.3370, -4.3272, 0.7604], [-0.3813, -3.3464, 0.2433], [-2.7195, 1.2391, 3.1382], [-1.2006, 1.1254, 1.1794], [-3.4854, -2.9479, 2.6301], [-2.5635, 0.8088, -1.6810], [-1.1676, 0.6082, -2.0724], [-0.3884, 1.8248, -1.8746], [-1.0774, 0.1336, -3.4587], [-0.4285, -1.2244, -3.6709], [-0.3372, -1.6713, -4.9905], [0.2835, -2.8699, -5.2932], [0.8269, -3.6370, -4.2677], [0.7310, -3.1947, -2.9588], [0.1008, -1.9892, -2.6484], [-3.0534, 1.5574, -2.3197], [-2.6251, 1.1475, -0.6497], [-3.1054, -0.1334, -1.7629], [-0.7188, 2.6398, -2.5363], [0.6657, 1.6175, -2.0766], [-0.4892, 2.1667, -0.8438], [-0.5185, 0.8666, -4.0491], [-2.0814, 0.1056, -3.8924], [-0.7570, -1.0645, -5.7880], [0.3445, -3.2066, -6.3210], [1.3148, -4.5789, -4.4877], [1.1392, -3.8116, -2.1635], [7.5728, -4.3097, 1.1416], [6.2659, -4.6373, 0.9675], [5.9135, -5.7608, 1.1887], [5.3503, -3.5471, 0.5226], [3.9806, -3.7900, 0.5622], [3.0674, -2.8227, 0.1845], [3.4957, -1.5639, -0.2598], [2.4568, -0.2254, -0.7425], [4.8776, -1.3389, -0.3259], [5.7837, -2.3075, 0.0608], [7.6951, -3.3644, 1.0090], [3.6353, -4.7578, 0.9019], [2.0172, -3.0762, 0.2467], [5.2377, -0.3864, -0.6958], [6.8387, -2.0717, -0.0399]], "forces_ev_per_a": [[-0.02, -0.02, -0.40], [-0.03, -0.02, -0.03], [0.13, -0.12, -0.05], [-0.09, 0.10, 0.03], [0.04, -0.01, 0.17], [-0.19, -0.04, 0.02], [0.06, 0.02, 0.02], [0.06, -0.05, -0.11], [-0.06, -0.03, 0.01], [-0.06, 0.08, 0.06], [0.01, 0.01, 0.02], [-0.01, -0.01, 0.00], [0.00, -0.04, -0.06], [0.15, 0.00, 0.08], [0.02, -0.01, 0.05], [-0.02, -0.02, -0.01], [0.01, -0.01, 0.02], [0.01, 0.00, -0.11], [0.00, 0.01, -0.02], [-0.01, 0.01, -0.01], [0.02, 0.00, -0.02], [0.00, 0.00, -0.01], [0.00, 0.01, 0.01], [0.02, 0.02, 0.01], [-0.06, -0.16, -0.09], [-0.21, 0.26, 0.00], [0.21, -0.03, 0.08], [0.07, -0.02, 0.01], [-0.01, 0.00, 0.04], [-0.08, -0.14, -0.06], [0.11, 0.03, 0.28], [-0.01, 0.14, -0.03], [-0.05, 0.00, -0.09], [0.05, -0.09, 0.07], [0.12, 0.03, -0.01], [-0.14, 0.11, 0.02], [0.00, -0.04, 0.01], [0.06, -0.02, 0.03], [0.02, 0.01, 0.02], [0.02, 0.00, -0.01], [-0.08, 0.03, -0.04], [0.06, 0.04, 0.03], [-0.01, -0.01, 0.02], [0.08, 0.14, -0.07], [0.00, -0.05, -0.04], [0.00, 0.02, 0.06], [-0.03, 0.02, -0.03], [-0.02, -0.14, 0.11], [-0.05, -0.13, -0.13], [0.00, -0.01, -0.02], [0.01, 0.01, -0.02], [0.00, 0.00, 0.01], [-0.02, 0.00, 0.00], [-0.02, 0.02, -0.01], [-0.01, -0.02, 0.01], [0.01, 0.01, -0.01], [-0.01, -0.01, 0.01], [0.00, -0.01, 0.00], [0.00, 0.01, 0.01], [0.00, 0.01, 0.00], [-0.05, 0.05, -0.04], [0.02, -0.02, -0.01], [-0.01, 0.10, 0.03], [-0.04, -0.09, -0.02], [0.01, -0.07, 0.01], [0.00, 0.00, 0.01], [-0.03, 0.09, -0.05], [0.14, 0.06, 0.01], [-0.03, -0.20, 0.20], [0.02, 0.00, 0.03], [0.03, 0.08, -0.04], [0.00, 0.04, 0.00], [0.00, 0.01, 0.00], [-0.10, 0.07, 0.03], [0.00, -0.01, 0.00], [0.00, 0.00, 0.00]], "total_energy_ha": -2948.2489, "orbital_gap_ev": 7.0, "e_homo_ev": -5.39, "spin_multiplicity": 1, "e_above_lowest_kj_mol": 56.3, "charge": -1}